1.
Entry from OMol25: a structure of composition C36H29BrN2O6PPbSe2 (the ωB97M-V functional and the def2-TZVPD basis).

Structure (ORCA input):
```
! wB97M-V def2-TZVPD RIJCOSX def2/J DEFGRID3
* xyz -1 1
Pb 1.05 -0.18 -1.87
O -2.21 1.59 1.45
C -1.09 2.32 1.29
C -1.27 3.68 1.09
C -0.18 4.53 1.14
C 1.08 4.00 1.47
C 1.32 2.65 1.39
C 0.22 1.81 1.40
C 0.49 0.36 1.36
O 1.39 0.15 0.27
N 1.08 -0.02 2.66
N 1.41 -1.28 2.89
C 2.31 -1.52 3.78
C 2.83 -2.88 4.16
Br 1.88 -4.20 3.35
C 3.90 -3.12 4.91
C 4.48 -4.43 5.15
C 5.04 -5.13 4.09
C 5.55 -6.41 4.32
C 5.35 -7.04 5.55
C 4.76 -6.32 6.58
C 4.39 -5.02 6.39
H -2.42 0.99 0.66
H -2.26 4.05 0.81
H -0.27 5.59 0.94
H 1.89 4.69 1.54
H 2.33 2.20 1.43
H -0.36 -0.28 1.28
H 1.89 0.57 2.86
H 2.74 -0.65 4.33
H 4.36 -2.26 5.42
H 5.08 -4.68 3.08
H 5.99 -7.00 3.51
H 5.66 -8.10 5.64
H 4.56 -6.87 7.48
H 3.83 -4.60 7.22
Se -1.30 1.53 -2.23
P -0.91 2.95 -3.78
Se -0.59 2.05 -5.66
C -2.32 4.13 -3.62
C -3.52 3.71 -4.21
C -4.63 4.50 -4.19
C -4.57 5.72 -3.54
C -3.35 6.18 -2.99
C -2.23 5.37 -3.04
C 0.48 4.00 -3.36
C 1.10 3.94 -2.09
C 2.23 4.73 -1.91
C 2.65 5.69 -2.79
C 2.01 5.82 -4.00
C 0.96 4.96 -4.29
H -3.54 2.75 -4.76
H -5.61 4.16 -4.56
H -5.36 6.44 -3.66
H -3.28 7.19 -2.55
H -1.28 5.70 -2.59
H 0.72 3.26 -1.37
H 2.81 4.60 -0.95
H 3.39 6.40 -2.56
H 2.34 6.59 -4.75
H 0.59 4.94 -5.36
O 0.13 -2.88 -2.49
C -0.80 -2.49 -1.77
O -0.78 -1.32 -1.20
C -1.99 -3.31 -1.41
C -2.60 -3.42 -0.10
C -3.54 -4.37 0.23
C -4.03 -5.12 -0.82
O -4.91 -6.16 -0.79
C -5.26 -6.25 -2.18
O -4.06 -5.95 -2.90
C -3.53 -5.01 -2.09
C -2.52 -4.09 -2.45
H -2.25 -2.81 0.74
H -3.77 -4.49 1.28
H -6.00 -5.52 -2.38
H -5.59 -7.22 -2.45
H -2.10 -4.05 -3.43
*
```

E_tot = -268341.0897 eV
energy above the lowest of the compared OMol25 structures with the same formula, charge and spin = 5.8 kcal/mol


2.
Entry from OMol25: a structure of composition C19H14OPReSbSe4 (the ωB97M-V functional and the def2-TZVPD basis).

Structure (ORCA input):
```
! wB97M-V def2-TZVPD RIJCOSX def2/J DEFGRID3
* xyz 0 2
Re -0.32 -0.09 0.16
Se -1.57 -3.89 -1.04
Sb 0.36 -2.64 -1.49
Se -0.32 -0.10 -2.15
Se 1.28 -1.70 0.83
Se 2.25 -3.03 -2.82
O 1.69 1.97 0.22
C 0.55 1.75 0.57
C -0.22 2.86 1.28
C 0.39 4.07 1.61
C -0.35 5.04 2.26
C -1.69 4.83 2.59
C -2.30 3.62 2.28
C -1.55 2.65 1.63
P -2.10 1.00 1.20
C -3.89 0.96 1.08
C -4.48 1.35 -0.12
C -5.86 1.37 -0.22
C -6.65 1.00 0.86
C -6.06 0.61 2.05
C -4.68 0.59 2.17
C -1.52 -0.15 2.46
C -0.59 0.21 3.45
C -0.06 -0.77 4.27
C -0.44 -2.10 4.12
C -1.37 -2.46 3.16
C -1.91 -1.49 2.32
H 1.42 4.23 1.33
H 0.11 5.99 2.51
H -2.25 5.60 3.09
H -3.34 3.45 2.53
H -3.87 1.61 -0.97
H -6.33 1.66 -1.16
H -7.73 1.02 0.77
H -6.67 0.32 2.89
H -4.22 0.29 3.10
H -0.28 1.24 3.55
H 0.68 -0.50 5.02
H -0.01 -2.86 4.75
H -1.65 -3.50 3.02
H -2.62 -1.78 1.55
*
```

<S²> = 0.765
E_tot = -301319.4871 eV


3.
Entry from OMol25: a cluster of 9 separate species, C19H55O9S8 in total (the ωB97M-V functional and the def2-TZVPD basis).

Structure (ORCA input):
```
! wB97M-V def2-TZVPD RIJCOSX def2/J DEFGRID3
* xyz -1 1
C 0.16 -0.51 0.26
C -0.85 -1.37 -0.36
C -1.99 -1.77 0.53
O -1.34 -0.53 -1.44
H 0.98 -0.14 -0.38
H 0.62 -1.09 1.04
H -0.18 0.28 0.77
H -0.31 -2.12 -0.82
H -1.72 -2.45 1.33
H -2.80 -2.26 0.04
H -2.40 -0.84 0.88
C 2.13 2.90 0.47
S 3.22 2.35 -0.82
O 2.51 2.49 -2.13
C 4.22 3.79 -0.73
H 1.56 3.78 0.22
H 2.63 3.01 1.45
H 1.31 2.18 0.60
H 4.96 3.69 -1.49
H 4.72 3.76 0.28
H 3.76 4.76 -0.89
C -3.37 1.51 2.06
S -2.65 1.99 0.48
O -3.73 2.96 -0.10
C -1.41 3.08 1.12
H -4.12 0.81 1.95
H -3.70 2.46 2.41
H -2.57 1.12 2.68
H -0.91 2.43 1.79
H -1.82 3.97 1.61
H -0.63 3.50 0.41
C 4.03 -1.96 3.34
S 4.95 -0.93 2.23
O 6.26 -1.73 1.95
C 3.89 -1.10 0.84
H 3.06 -1.59 3.56
H 4.57 -1.92 4.31
H 4.02 -3.03 3.03
H 4.04 -2.14 0.46
H 4.20 -0.43 0.02
H 2.83 -0.88 1.18
C 1.34 -4.31 1.46
S 1.63 -4.13 -0.27
O 3.14 -4.39 -0.47
C 0.76 -5.48 -0.87
H 0.29 -4.44 1.62
H 1.65 -3.34 1.88
H 1.98 -5.07 1.89
H 0.94 -6.35 -0.26
H 1.23 -5.68 -1.88
H -0.29 -5.16 -1.03
C -5.19 0.08 -0.91
S -5.85 1.50 -1.73
O -5.15 1.45 -3.10
C -7.46 0.90 -2.22
H -5.65 -0.79 -1.28
H -5.37 0.12 0.19
H -4.18 0.05 -1.16
H -7.22 0.26 -3.05
H -8.08 1.76 -2.57
H -8.01 0.59 -1.34
C 0.78 -0.09 5.83
S 0.35 0.46 4.19
O 1.61 0.38 3.35
C -0.47 -1.06 3.81
H 1.49 0.83 6.06
H 1.36 -1.02 5.81
H -0.10 -0.10 6.41
H 0.36 -1.80 3.79
H -0.88 -1.01 2.81
H -1.19 -1.46 4.41
C 1.01 -0.09 -4.23
S 1.18 -1.40 -3.10
O 1.30 -2.72 -3.89
C 2.82 -1.16 -2.49
H 0.96 0.90 -3.73
H 0.10 -0.39 -4.68
H 1.77 -0.27 -4.94
H 2.92 -0.22 -1.98
H 3.59 -1.27 -3.24
H 3.08 -1.99 -1.82
C -0.12 3.37 -2.37
S -1.88 3.39 -2.76
O -2.06 4.58 -3.69
C -1.83 1.87 -3.75
H 0.50 3.08 -3.29
H -0.01 2.59 -1.60
H 0.23 4.31 -2.03
H -1.47 1.01 -3.17
H -1.17 1.96 -4.59
H -2.87 1.71 -4.10
*
```

E_tot = -125695.1565 eV
energy above the lowest of the compared OMol25 structures with the same formula, charge and spin = 85.9 kcal/mol


4.
Entry from OMol25: the molecule C10H13NO3 (the ωB97M-V functional and the def2-TZVPD basis).

Structure (ORCA input):
```
! wB97M-V def2-TZVPD RIJCOSX def2/J DEFGRID3
* xyz 0 1
C 0.06 -0.48 -3.33
O -0.07 -0.57 -1.88
C 0.05 -1.74 -1.27
O 0.17 -2.82 -1.81
C -0.22 -1.58 0.17
C -0.59 -2.71 0.85
C -1.10 -2.72 2.16
C -1.31 -1.54 2.77
C -0.80 -0.36 2.25
C -0.43 -0.32 0.91
N -0.35 0.96 0.37
C 1.02 1.68 0.44
C 0.68 3.02 -0.11
O 1.84 3.89 0.45
H -0.28 0.52 -3.63
H -0.30 -1.36 -3.91
H 1.11 -0.60 -3.26
H -0.18 -3.55 0.32
H -1.52 -3.61 2.63
H -1.96 -1.71 3.56
H -0.74 0.54 2.86
H -0.35 0.69 -0.60
H 1.63 1.86 1.37
H 1.54 1.09 -0.30
H -0.20 3.52 0.22
H 0.57 3.23 -1.16
H 1.73 4.65 -0.08
*
```

structure (SMILES) = COC(=O)c1ccccc1NCCO
E_tot = -18210.5398 eV
energy above the lowest of the compared OMol25 structures with the same formula, charge and spin = 81.0 kcal/mol


5.
Entry from OMol25: a structure of composition C2H10N2O (the ωB97M-V functional and the def2-TZVPD basis).

Structure (ORCA input):
```
! wB97M-V def2-TZVPD RIJCOSX def2/J DEFGRID3
* xyz 0 1
C 1.05 0.67 0.24
C 0.85 -0.89 0.24
N 0.75 -1.44 1.62
N 0.09 1.08 -1.29
H 2.10 0.92 0.40
H 0.45 1.14 1.02
H 1.59 -1.37 -0.40
H -0.13 -1.03 -0.22
H 0.27 -0.76 2.20
H 0.16 -2.26 1.62
H 0.83 1.55 -0.65
H 0.73 0.67 -1.98
H -2.80 0.71 -1.42
H -1.45 0.81 -0.84
O -2.36 0.46 -0.60
*
```

E_tot = -7260.0296 eV
energy above the lowest of the compared OMol25 structures with the same formula, charge and spin = 89.8 kcal/mol


6.
Entry from OMol25: a cluster of 2 separate species, C5H8Cl3P in total (the ωB97M-V functional and the def2-TZVPD basis).

Structure (ORCA input):
```
! wB97M-V def2-TZVPD RIJCOSX def2/J DEFGRID3
* xyz 0 1
C -1.70 0.54 1.56
C -0.96 -0.45 0.92
C 1.94 0.67 -0.03
C -0.99 -0.85 -0.37
C 0.88 1.49 -0.61
P 0.37 -1.89 -1.03
Cl -0.10 2.34 0.46
Cl -0.68 -3.63 -0.82
Cl -0.03 -1.56 -2.96
H -1.57 0.68 2.64
H -2.52 1.08 1.11
H -0.24 -0.84 1.63
H 1.96 -0.09 -0.76
H 1.68 0.08 0.88
H 3.03 1.13 0.03
H -1.82 -0.31 -0.95
H 0.75 1.60 -1.70
*
```

E_tot = -52167.8206 eV
energy above the lowest of the compared OMol25 structures with the same formula, charge and spin = 54.9 kcal/mol


7.
Entry from OMol25: a cluster of 2 separate species, C4H12NOS in total (the ωB97M-V functional and the def2-TZVPD basis).

Structure (ORCA input):
```
! wB97M-V def2-TZVPD RIJCOSX def2/J DEFGRID3
* xyz -1 1
C -2.37 -0.74 0.32
C -1.46 -0.11 -0.76
S -2.41 0.88 -1.94
N -1.63 -1.41 1.42
H -3.03 0.03 0.75
H -3.10 -1.53 -0.13
H -0.89 0.66 -0.22
H -0.75 -0.85 -1.15
H -1.41 1.44 -2.65
H -0.74 -0.93 1.59
H -1.38 -2.35 1.17
C 1.72 0.55 -0.16
O 0.84 -0.08 0.70
C 3.11 0.72 0.48
H 1.35 1.57 -0.45
H 1.83 -0.06 -1.08
H 3.78 1.38 -0.08
H 3.57 -0.26 0.69
H 2.99 1.10 1.52
*
```

E_tot = -18714.8725 eV
energy above the lowest of the compared OMol25 structures with the same formula, charge and spin = 43.4 kcal/mol


8.
Entry from OMol25: a structure of composition C3H8F9Na3O13S3 (the ωB97M-V functional and the def2-TZVPD basis).

Structure (ORCA input):
```
! wB97M-V def2-TZVPD RIJCOSX def2/J DEFGRID3
* xyz 0 1
Na -5.96 -0.39 -1.40
Na 0.08 4.99 -4.15
Na -2.54 0.14 -5.11
C -0.73 1.08 5.85
F -0.33 2.37 6.14
F -0.28 0.85 4.59
F -0.12 0.31 6.74
S -2.72 0.93 5.93
O -3.22 2.06 5.06
O -3.09 -0.38 5.42
O -3.06 1.19 7.33
C 0.79 -5.44 -5.32
F -0.19 -5.77 -6.11
F 1.17 -6.56 -4.67
F 1.78 -4.75 -5.90
S -0.08 -4.29 -4.02
O -1.33 -5.00 -3.71
O 0.83 -4.16 -2.88
O -0.37 -2.96 -4.63
C 0.54 0.38 -0.53
F 0.04 -0.69 0.20
F 1.20 1.15 0.32
F 1.31 -0.12 -1.49
S -0.97 1.48 -1.19
O -0.59 1.85 -2.54
O -2.21 0.71 -1.20
O -1.12 2.65 -0.31
O 4.34 -1.09 3.02
H 4.49 -0.48 3.74
H 4.38 -0.54 2.23
O -2.38 4.94 3.12
H -2.83 4.22 3.56
H -2.04 4.55 2.32
O 0.42 6.02 -1.00
H -0.08 5.24 -0.80
H 0.84 6.26 -0.17
O 4.67 -3.73 -3.18
H 5.39 -3.27 -2.76
H 3.96 -3.71 -2.53
*
```

E_tot = -100066.4105 eV


9.
Entry from OMol25: a cluster of 7 separate species, C46H84IO22S in total (the ωB97M-V functional and the def2-TZVPD basis).

Structure (ORCA input):
```
! wB97M-V def2-TZVPD RIJCOSX def2/J DEFGRID3
* xyz -1 1
C 1.17 2.78 3.98
C 1.16 1.54 4.83
O 0.33 1.34 5.67
O 2.17 0.67 4.61
C 2.11 -0.03 3.35
C 1.63 -1.47 3.57
C 0.52 -1.98 2.66
C -0.71 -1.05 2.47
C -0.80 -0.44 1.05
C -1.88 -1.07 0.13
C -1.50 -2.59 0.11
C -2.06 -3.43 -1.02
O -1.57 -3.49 -2.09
I -3.76 -4.72 -0.67
C -1.60 -0.55 -1.27
O -0.26 -0.68 -1.57
C 0.06 -0.49 -2.96
C 1.21 0.52 -3.09
C 2.16 0.45 -1.88
C 1.95 0.45 -4.43
C 1.22 1.23 -5.53
C 2.24 -0.98 -4.90
O -1.95 0.87 -1.35
S -3.51 0.97 -1.66
O -3.98 2.25 -1.22
O -3.73 0.69 -3.05
C -4.18 -0.37 -0.69
C -3.36 -0.72 0.59
C -3.46 0.57 1.47
C -3.45 0.45 3.00
O -4.73 0.79 3.54
C -4.14 -1.90 1.25
O -5.27 -2.13 0.76
O -3.58 -2.48 2.19
H 2.17 2.92 3.57
H 0.86 3.62 4.59
H 0.48 2.68 3.15
H 1.51 0.51 2.62
H 3.13 -0.06 2.97
H 2.48 -2.14 3.43
H 1.34 -1.56 4.61
H 0.16 -2.90 3.12
H 0.93 -2.28 1.69
H -1.58 -1.66 2.69
H -0.65 -0.27 3.23
H 0.18 -0.63 0.61
H -0.88 0.64 1.09
H -0.43 -2.63 -0.06
H -1.71 -3.08 1.05
H -2.16 -1.09 -2.04
H -0.80 -0.10 -3.50
H 0.31 -1.47 -3.36
H 0.74 1.51 -3.04
H 1.78 1.10 -1.09
H 2.26 -0.55 -1.47
H 3.14 0.85 -2.14
H 2.91 0.94 -4.31
H 0.50 0.62 -6.08
H 0.73 2.12 -5.14
H 1.96 1.58 -6.26
H 1.40 -1.38 -5.48
H 3.11 -1.04 -5.53
H 2.33 -1.63 -4.02
H -4.27 -1.21 -1.36
H -5.18 -0.05 -0.42
H -4.44 0.98 1.26
H -2.77 1.32 1.11
H -3.14 -0.52 3.37
H -2.73 1.18 3.39
H -4.68 1.69 3.89
O 4.43 2.42 0.52
C 3.75 3.42 0.49
O 2.94 3.63 -0.56
C 1.97 4.69 -0.58
C 2.57 5.98 -1.12
C 3.84 4.48 1.57
H 1.52 4.82 0.40
H 1.19 4.34 -1.26
H 3.36 6.35 -0.47
H 1.79 6.74 -1.19
H 3.00 5.82 -2.11
H 4.62 5.19 1.29
H 4.14 3.99 2.50
H 2.91 5.00 1.76
O -0.30 -10.10 1.86
C -1.39 -9.66 1.61
O -1.67 -8.39 1.92
C -2.87 -7.72 1.48
C -4.02 -7.95 2.44
C -2.48 -10.53 1.03
H -3.11 -8.00 0.46
H -2.62 -6.66 1.46
H -4.30 -9.00 2.49
H -4.89 -7.38 2.12
H -3.74 -7.63 3.44
H -3.03 -11.00 1.84
H -2.01 -11.31 0.44
H -3.18 -10.00 0.38
O -5.44 2.48 5.56
C -6.55 2.84 5.27
O -6.91 4.11 5.57
C -8.12 4.70 5.08
C -9.30 4.41 5.99
C -7.56 1.90 4.66
H -8.31 4.40 4.05
H -7.92 5.77 5.06
H -9.51 3.34 6.03
H -10.19 4.93 5.63
H -9.08 4.74 7.00
H -8.10 1.41 5.46
H -7.01 1.15 4.09
H -8.26 2.38 3.98
O 0.12 4.85 1.81
C -0.86 5.53 1.66
O -0.78 6.84 1.97
C -1.81 7.78 1.65
C -2.88 7.84 2.72
C -2.17 4.95 1.21
H -2.22 7.57 0.66
H -1.30 8.74 1.58
H -3.40 6.89 2.81
H -3.61 8.61 2.48
H -2.44 8.07 3.68
H -2.73 4.63 2.08
H -1.96 4.08 0.59
H -2.78 5.63 0.62
O 4.92 -0.42 -6.95
C 5.75 -0.33 -6.08
O 5.43 0.31 -4.95
C 6.24 0.28 -3.76
C 7.30 1.36 -3.78
C 7.16 -0.85 -6.25
H 6.65 -0.71 -3.61
H 5.55 0.45 -2.94
H 8.00 1.22 -4.60
H 7.86 1.36 -2.85
H 6.84 2.34 -3.92
H 7.77 -0.05 -6.69
H 7.12 -1.68 -6.95
H 7.61 -1.20 -5.33
O 6.23 -2.59 -2.50
C 6.34 -3.63 -3.10
O 6.59 -3.57 -4.43
C 6.91 -4.72 -5.21
C 5.67 -5.41 -5.74
C 6.10 -4.96 -2.44
H 7.56 -5.40 -4.66
H 7.50 -4.34 -6.05
H 5.05 -5.80 -4.92
H 5.94 -6.24 -6.39
H 5.06 -4.71 -6.30
H 5.04 -5.21 -2.52
H 6.36 -4.87 -1.39
H 6.69 -5.77 -2.86
*
```

E_tot = -113047.0710 eV